Entry 1:
Formula: C4H9O3
Source: OMol25
Level of theory: ωB97M-V/def2-TZVPD

Geometry (Å):
O  -0.187  1.202  1.866
C  -1.221  0.852  1.202
O  -2.369  0.750  1.646
C  -1.024  0.353  -0.317
C  0.393  -0.106  -0.613
C  0.403  -0.331  -2.145
H  -1.323  1.225  -0.856
H  -1.715  -0.479  -0.398
H  0.864  -0.843  0.003
H  1.210  0.643  -0.416
H  -0.471  -0.931  -2.390
H  0.344  0.589  -2.720
H  1.195  -1.011  -2.538
H  1.535  -1.131  1.974
H  0.896  0.010  2.838
O  1.470  -0.792  2.865

Properties
**Total charge**: -1



Entry 2:
Formula: C3H6N2O
Source: OMol25
Level of theory: ωB97M-V/def2-TZVPD

Geometry (Å):
C  0.140  -0.557  0.126
C  -0.126  -0.162  -1.239
C  -0.745  0.540  0.583
H  1.560  0.635  1.586
H  1.616  -1.667  1.625
H  -0.251  -1.610  0.235
H  -0.797  -0.604  -2.223
H  0.861  0.335  -1.543
H  -1.573  1.725  -0.826
N  1.431  -0.590  0.738
N  -1.173  0.888  -0.630
O  -0.941  1.066  1.568

Properties
**Total charge**: 0



Entry 3:
Formula: C70H47O14
Source: OMol25
Level of theory: ωB97M-V/def2-TZVPD

Geometry (Å):
C  -6.146  9.747  -1.238
C  -6.491  9.038  0.111
O  -7.123  9.645  0.945
O  -6.160  7.733  0.398
C  -4.918  7.305  -0.228
C  -4.226  6.263  0.732
C  -4.426  4.748  0.239
C  -3.038  4.274  -0.340
C  -2.874  2.691  -0.388
C  -1.320  2.432  -0.347
C  -0.635  2.710  -1.493
C  -1.276  3.252  -2.812
O  -2.254  2.690  -3.348
O  -0.803  4.332  -3.343
C  0.917  2.513  -1.477
O  1.635  2.898  -2.366
C  1.552  1.830  -0.236
C  0.844  1.545  0.897
C  -0.655  1.938  0.951
O  -1.290  1.896  1.990
H  -6.847  10.601  -1.369
H  -5.097  10.127  -1.295
H  -6.283  8.997  -2.069
H  -5.046  6.926  -1.277
H  -4.221  8.192  -0.274
H  -3.129  6.523  0.727
H  -4.547  6.397  1.803
H  -4.814  4.124  1.079
H  -5.159  4.813  -0.615
H  -2.850  4.758  -1.328
H  -2.255  4.617  0.399
H  -3.334  2.200  0.516
H  -3.356  2.231  -1.281
H  2.639  1.572  -0.318
H  1.290  1.034  1.779
C  7.515  -1.634  3.832
C  6.421  -0.777  3.912
C  5.428  -0.825  2.945
C  5.530  -1.723  1.887
C  6.639  -2.565  1.794
C  7.625  -2.525  2.775
C  6.787  -3.494  0.644
O  7.753  -4.232  0.564
C  5.742  -3.500  -0.408
C  5.893  -4.322  -1.520
C  4.916  -4.347  -2.505
C  3.778  -3.555  -2.378
C  3.624  -2.729  -1.274
C  4.610  -2.692  -0.291
C  4.452  -1.779  0.867
O  3.462  -1.085  0.976
H  8.286  -1.601  4.593
H  6.343  -0.071  4.731
H  4.575  -0.160  3.014
H  8.481  -3.187  2.714
H  6.775  -4.943  -1.622
H  5.040  -4.986  -3.373
H  3.012  -3.580  -3.144
H  2.739  -2.111  -1.182
C  10.652  -7.301  -2.608
C  9.558  -6.443  -2.530
C  8.567  -6.493  -3.499
C  8.669  -7.392  -4.556
C  9.778  -8.235  -4.648
C  10.763  -8.195  -3.664
C  9.926  -9.164  -5.795
O  10.889  -9.902  -5.875
C  8.880  -9.170  -6.850
C  9.031  -9.994  -7.962
C  8.054  -10.017  -8.946
C  6.917  -9.224  -8.820
C  6.764  -8.398  -7.716
C  7.749  -8.361  -6.733
C  7.592  -7.447  -5.575
O  6.601  -6.750  -5.465
H  11.422  -7.268  -1.846
H  9.478  -5.737  -1.711
H  7.715  -5.827  -3.432
H  11.619  -8.856  -3.724
H  9.913  -10.616  -8.063
H  8.176  -10.656  -9.813
H  6.150  -9.248  -9.586
H  5.880  -7.779  -7.624
C  -3.659  -4.066  -4.140
C  -3.228  -5.374  -3.931
C  -2.618  -5.722  -2.735
C  -2.426  -4.761  -1.746
C  -2.837  -3.445  -1.966
C  -3.464  -3.104  -3.161
C  -2.596  -2.398  -0.942
O  -2.957  -1.255  -1.131
C  -1.897  -2.773  0.313
C  -1.612  -1.792  1.257
C  -0.972  -2.131  2.439
C  -0.621  -3.455  2.688
C  -0.898  -4.437  1.747
C  -1.528  -4.097  0.553
C  -1.788  -5.148  -0.462
O  -1.479  -6.307  -0.250
H  -4.144  -3.798  -5.072
H  -3.370  -6.122  -4.703
H  -2.289  -6.742  -2.574
H  -3.796  -2.086  -3.330
H  -1.885  -0.759  1.071
H  -0.746  -1.362  3.170
H  -0.127  -3.721  3.616
H  -0.619  -5.466  1.943
C  -9.885  7.757  3.075
C  -8.583  7.578  2.615
C  -7.549  7.384  3.518
C  -7.809  7.381  4.885
C  -9.112  7.586  5.347
C  -10.150  7.762  4.437
C  -9.398  7.634  6.801
O  -10.533  7.808  7.206
C  -8.273  7.475  7.757
C  -8.514  7.575  9.125
C  -7.473  7.415  10.027
C  -6.186  7.145  9.568
C  -5.940  7.050  8.206
C  -6.980  7.224  7.297
C  -6.697  7.156  5.840
O  -5.573  6.924  5.441
H  -10.694  7.900  2.367
H  -8.376  7.587  1.555
H  -6.538  7.240  3.154
H  -11.164  7.908  4.789
H  -9.514  7.782  9.488
H  -7.662  7.498  11.091
H  -5.375  7.013  10.274
H  -4.937  6.845  7.853

Properties
**Total charge**: -1



How do the records compare in calculated total energy? In the order shown, they have -10437.8956, -8229.8123, -102019.8192 eV.
How do the records compare in molecular weight? In the order shown, they have 105.11, 86.09, 1112.13 g/mol.